[1]
The following is a DFT calculation (the ωB97M-V functional and the def2-TZVPD basis) of a structure of composition C9H36F2FeN19O13S2 at a distorted geometry.

Results
HOMO level (alpha / beta): -6.61 / -10.29 eV
E_LUMO (alpha / beta): -2.250 / -7.772 eV
Net charge: +1
HOMO-LUMO gap (alpha / beta): 4.36 / 2.51 eV
2S+1: 9

Each line ends with the Mulliken charge.
Atoms and positions in Å:
1 F -1.40915 -0.13880 -2.22476  -0.334
2 N -0.80692 -2.03186 -4.85843  -0.334
3 O 2.03564 4.51408 3.56904  -0.747
4 H 2.59093 -6.01674 0.51405  0.135
5 N -3.84039 2.50038 3.47416  -0.483
6 H -3.11992 0.73145 -3.53007  0.152
7 C -0.77237 4.45179 -3.70099  0.846
8 N -3.42573 -2.42877 2.08746  -0.280
9 H 2.22380 -0.01988 5.50319  0.156
10 O -2.17887 -0.35068 0.05013  -0.617
11 H 2.86716 -0.10206 3.90343  0.184
12 H 4.20554 1.56479 -0.17004  0.183
13 H -4.04334 -0.00273 -5.08750  0.143
14 C -3.03232 -3.14360 3.06403  0.783
15 H -4.32481 3.37414 3.32593  0.130
16 N -1.14067 4.11166 -2.50389  -0.261
17 H 5.90810 0.86981 -2.77636  0.153
18 H 1.47557 -1.66115 6.39893  0.144
19 N -0.60166 -4.11760 -4.33541  -0.461
20 H -1.85040 4.79419 -2.27905  0.034
21 O 0.02117 -1.88570 1.54480  -0.612
22 N -3.67985 0.73415 -5.67485  -0.449
23 O 0.26681 -2.54479 -3.02710  -0.428
24 O 2.25161 -3.11346 -0.80946  0.126
25 N -1.20232 5.56189 -4.07335  -0.427
26 C -0.34195 -2.84962 -4.00080  0.476
27 N 2.32860 -0.53440 4.64042  -0.316
28 N 4.76537 1.29317 -0.96559  -0.344
29 H -3.85278 -3.05179 1.41695  0.291
30 H -0.15152 -4.83734 -3.78821  0.204
31 H 5.28504 -0.83649 -3.08503  0.255
32 H -4.06025 1.93065 4.27864  0.224
33 O -2.49132 2.53124 -5.97948  -0.668
34 H -0.67630 -1.05918 -4.61981  0.222
35 H -0.72579 3.33705 -2.00594  0.156
36 H 2.77532 -2.96056 1.62080  0.319
37 N 2.99644 -3.81985 1.13829  -0.236
38 C 2.04024 -1.80952 4.48611  0.553
39 H 0.93283 1.68317 3.55030  0.054
40 N 5.34527 0.04920 -2.60336  -0.420
41 H -1.38294 -4.37472 -4.92159  0.181
42 H -0.43270 2.53931 3.66222  0.128
43 H -1.96230 5.98210 -3.55762  0.134
44 H -2.84068 3.88933 1.87083  0.174
45 H -0.29659 4.24855 4.13867  0.144
46 O -2.25292 1.10702 3.04087  -0.568
47 H -1.62813 -3.08416 4.56140  0.244
48 N 0.05547 3.42341 3.67466  -0.293
49 S -1.00151 0.20108 -0.64992  0.390
50 O 3.58909 -0.64955 -1.40935  -0.406
51 H 5.50857 1.93039 -1.21402  0.171
52 C 2.63850 -3.98687 -0.05876  0.459
53 H -1.15240 -2.37105 -5.74481  0.185
54 O 0.06265 3.90078 -4.33868  -0.674
55 H 2.62574 2.01036 3.34235  0.082
56 Fe 1.71202 -1.53882 -1.92681  0.133
57 C -2.85202 1.65086 -5.24475  0.697
58 H -2.12610 2.20157 -3.49639  0.012
59 O 0.42447 0.57696 1.64453  -0.247
60 N 1.58998 -2.29777 5.62322  -0.441
61 H 1.98791 -5.66200 -1.00700  0.195
62 N -1.97688 -2.72475 3.68430  -0.151
63 H 1.54076 -3.29768 5.75688  0.259
64 N 0.48054 -0.67472 -0.67878  1.246
65 O -0.80246 1.64376 -0.69733  -0.608
66 O -3.75641 -3.99020 3.58734  -0.212
67 C 4.51912 0.16397 -1.61285  0.524
68 C 1.32658 3.52996 3.50761  0.715
69 S 0.51746 -0.68127 0.84408  0.020
70 N -2.61747 1.47381 -3.99542  -0.093
71 H 3.07572 -4.67313 1.67282  0.209
72 N 2.37689 -5.28900 -0.15279  -0.463
73 F 2.10981 -0.91559 0.88270  -0.370
74 N -2.34939 3.00924 1.93557  -0.281
75 H -1.38875 2.96368 1.62702  0.266
76 H -2.65045 -1.89628 1.71934  0.254
77 H -4.12047 0.94935 -6.55782  0.226
78 H -1.41285 -2.01865 3.23330  0.069
79 O 2.11264 -2.43680 3.40667  -0.653
80 N 1.68095 2.35309 3.44245  -0.025
81 H -0.74695 5.94719 -4.88838  0.246
82 C -2.77130 2.15100 2.82710  0.619

---

[2]
The following is a DFT calculation (the ωB97M-V functional and the def2-TZVPD basis) of a structure of composition C51H40CuN3P4S2Se2.

Results
HOMO level: -1.41 eV
E_LUMO: 3.749 eV
Net charge: -2
HOMO-LUMO gap: 5.16 eV

Each line ends with the Mulliken charge.
Atoms and positions in Å:
1 C 4.11940 -3.89713 6.34071  -0.434
2 P 1.78146 -4.41914 2.40553  0.667
3 C 0.98171 5.44324 -1.25258  -0.407
4 C -4.97993 5.23508 -2.59787  -0.603
5 C 5.25921 -4.96494 -0.56182  -0.651
6 C 3.16792 -4.62695 1.23826  0.876
7 H -5.98542 2.38535 4.72942  0.343
8 C -1.40172 2.20469 -3.46284  -0.032
9 C 0.11704 -4.29770 -0.96002  0.373
10 H 3.10514 -6.75947 1.35127  0.339
11 C -2.02644 4.72018 -4.45234  -0.724
12 C 4.28715 -2.98166 5.30723  -0.797
13 H -3.51869 2.58867 4.65272  0.393
14 C 0.47828 -2.16564 0.97959  -0.195
15 P -0.45747 3.01355 -1.00702  1.617
16 H 3.42738 -2.44057 -4.51560  0.415
17 H 1.93423 -7.06099 -1.69260  0.427
18 H -1.16938 1.22249 -3.06669  0.207
19 C -1.58894 2.36126 0.07838  -0.325
20 C 3.62740 -0.49320 -1.75286  -0.792
21 H 2.23504 -0.51481 -0.12493  0.718
22 H 1.80007 -5.89980 4.88481  0.298
23 P -3.24908 2.26157 -0.29323  1.951
24 H 2.19381 -4.63821 -1.40923  0.366
25 H -4.81854 3.08121 -2.65081  0.347
26 H 4.97117 -2.15015 5.42127  0.393
27 C -3.41712 2.43421 2.51505  -0.102
28 H -2.28895 5.70499 -4.82223  0.364
29 H 3.42539 -2.52633 0.89327  0.323
30 H 4.68013 -3.78365 7.26091  0.359
31 H 5.25293 -2.82106 -0.72440  0.413
32 H -2.33747 2.51431 2.45435  0.343
33 H -2.98333 4.98884 0.68237  0.359
34 S 1.24311 1.98346 -1.23550  -0.562
35 H 5.00372 -7.07088 -0.21914  0.411
36 C -2.27541 3.59458 -5.22230  -0.492
37 C -6.17801 2.18159 2.59733  -0.645
38 C -1.27326 -6.26459 -0.95534  -0.806
39 H -2.72141 3.69505 -6.20578  0.337
40 P 0.20638 -2.48546 -0.77859  0.340
41 C -3.85819 3.89303 -0.93510  0.212
42 N 0.33291 -0.90560 2.75058  -1.063
43 C 1.02821 7.16794 0.42482  -0.410
44 C -5.50983 2.12743 1.38369  -0.489
45 C -3.54627 5.05972 -0.23975  -0.404
46 C -4.12479 2.26406 1.33094  -0.140
47 Cu -0.79286 0.60176 0.56104  -1.134
48 Se 0.49679 -6.09608 2.43505  -0.444
49 H -3.67106 7.19825 -0.17006  0.386
50 C -0.17377 -7.04671 -1.28286  -0.555
51 H -2.18501 1.44687 -5.30086  0.394
52 C 3.18021 -2.03487 -3.54208  -0.800
53 C 2.51777 -0.96805 -1.06682  -1.111
54 C -5.46495 2.35466 3.77852  -0.339
55 C -4.08372 2.47306 3.73482  -0.773
56 C 2.50535 -5.08801 5.01522  -0.684
57 H -0.13720 6.78314 2.18503  0.390
58 C 3.56711 -3.12025 4.13443  -0.058
59 C 1.21675 -5.08674 -1.28349  0.144
60 C 3.78326 -3.52120 0.66476  -0.098
61 C 1.05371 -2.82198 2.07460  0.948
62 C -4.65285 6.39237 -1.90648  -0.421
63 C -1.47073 4.58827 -3.18525  -0.379
64 H -1.98514 -4.26939 -0.57627  0.382
65 C 3.61708 -5.90574 0.92288  -0.643
66 H -6.04935 1.95974 0.45863  0.313
67 C -1.13122 -4.89626 -0.80351  -0.727
68 C 2.67177 -4.17808 3.98356  0.490
69 C -4.58597 3.99357 -2.11401  -0.488
70 Se -1.50703 -1.48027 -1.47773  -0.287
71 C -0.29414 5.18609 0.75782  -0.227
72 C -1.96888 2.33514 -4.71936  -0.720
73 C 4.66481 -6.07296 0.03235  -0.617
74 H 6.05920 -5.09779 -1.28019  0.399
75 H 3.68225 -2.39027 3.34466  0.294
76 H -7.25696 2.07664 2.62608  0.347
77 H 4.19645 0.32860 -1.33757  0.447
78 C 1.06875 -6.45682 -1.44841  -0.751
79 H -4.95237 7.36194 -2.28910  0.342
80 C 1.74120 -1.98454 -1.61095  0.900
81 H -0.95533 4.57197 1.36011  0.393
82 H 4.82681 -0.65627 -3.52211  0.401
83 N 0.91629 -2.00527 3.14681  -0.254
84 H -1.32498 5.47240 -2.57737  0.287
85 H 1.43073 -3.25099 -3.31927  0.561
86 H 2.11979 7.25115 -1.42529  0.362
87 C 3.22864 -4.94686 6.19459  -0.540
88 H -5.53026 5.29706 -3.53027  0.380
89 C -1.13844 3.33346 -2.68502  0.161
90 C -3.93496 6.30132 -0.71913  -0.751
91 H -2.24493 -6.72197 -0.81723  0.389
92 N 0.04260 -0.97967 1.45646  0.603
93 C 4.81826 -3.68904 -0.24554  -0.698
94 S -4.10910 0.84990 -1.41952  -0.626
95 H 3.08777 -5.65797 6.99950  0.377
96 C 0.17092 6.41588 1.21254  -0.698
97 H -0.28517 -8.11800 -1.40118  0.341
98 C 1.43611 6.67530 -0.81148  -0.664
99 C 2.06244 -2.49567 -2.86707  -0.098
100 C 3.96682 -1.03415 -2.98206  -0.582
101 H 1.38882 8.12950 0.77287  0.348
102 H 1.32553 5.04067 -2.19810  0.398
103 C 0.09286 4.69458 -0.48058  -0.129

---

[3]
The following is a DFT calculation (the ωB97M-V functional and the def2-TZVPD basis) of the molecule C17H29N5O7.

Results
SMILES string: COCCOCC(=O)NC[C@@]1(OC)CCN(C(=O)CCCn2c(O)nnc2O)C1
HOMO level: -8.47 eV
E_LUMO: 0.547 eV
HOMO-LUMO gap: 9.02 eV

Each line ends with the Mulliken charge.
Atoms and positions in Å:
1 C 0.84783 0.40055 -4.67232  -0.966
2 C 1.14573 -2.00994 0.78221  -0.778
3 O 0.41643 1.20737 -3.59378  -0.432
4 H -5.40998 2.25081 0.57640  0.384
5 C 1.59736 -0.03182 2.26770  -1.926
6 H 5.27735 -0.60181 0.97307  0.304
7 H 0.66427 -1.30702 0.10940  0.131
8 H 1.67271 -2.75981 0.18432  0.293
9 O -5.14597 1.35564 0.32737  -0.492
10 C -1.72549 -1.68003 0.55231  0.146
11 N 0.21348 -2.62941 1.70516  0.049
12 H 1.86438 0.84083 0.33677  0.422
13 H 0.10858 -0.38545 -4.80895  0.310
14 H 1.38011 2.93117 -4.19204  0.435
15 C -1.13223 -2.40923 1.74265  0.523
16 H -3.49927 -1.59808 -1.56199  0.355
17 C 0.91697 -3.05553 2.91848  -0.937
18 H 4.24521 0.46722 1.93940  0.266
19 C 0.79567 3.06070 -2.14076  -0.699
20 O -1.81350 -2.78975 2.67890  -0.708
21 N 1.35470 0.91300 1.20363  0.137
22 H 1.00533 -4.14233 2.95569  0.381
23 H 1.39302 3.97586 -2.03205  0.389
24 C 2.29843 -2.37677 2.83249  -1.107
25 H -1.37529 -2.14063 -0.37501  0.429
26 H -3.63710 -2.65857 0.69787  0.380
27 H 1.82183 -0.05024 -4.45798  0.344
28 O -1.50489 0.03804 -2.18836  -0.497
29 H -4.91130 -1.05686 -0.65151  0.453
30 H 0.33698 -2.74542 3.78649  0.366
31 C 0.33287 2.84959 0.15845  -0.385
32 C 4.42529 -0.57181 1.64835  -0.786
33 C 2.15475 -1.33758 1.70991  1.682
34 N -2.32926 2.15019 -1.53530  -0.085
35 C -3.82270 -1.03991 -0.68214  -1.100
36 H 2.30619 1.87630 -3.09791  0.353
37 C 1.30826 2.27635 -3.31584  -0.691
38 O 0.91630 2.25339 -0.98415  -0.219
39 O 3.32947 -1.12343 0.94295  -0.508
40 H 0.81804 3.80567 0.39463  0.427
41 C -2.35726 0.85683 -1.57643  0.303
42 H -0.73346 3.03112 0.00415  0.267
43 H 4.66437 -1.15445 2.54287  0.320
44 N -3.43286 2.55216 -0.76776  -0.951
45 H -0.80987 0.58154 -2.63044  0.687
46 C 0.49232 1.94282 1.36073  0.365
47 H 2.28206 0.37515 3.01856  0.542
48 O -0.11191 2.16124 2.39582  -0.712
49 H 3.06990 -3.09202 2.54294  0.469
50 C -3.24329 -1.64657 0.58735  -0.623
51 C -4.03554 1.47023 -0.41538  0.588
52 H -3.58642 -1.08570 1.45767  0.296
53 H -0.25229 3.33172 -2.29838  0.395
54 H 0.92111 0.99003 -5.59118  0.317
55 H -1.32771 -0.65943 0.54869  -0.183
56 H 0.65569 -0.22059 2.78798  0.512
57 H 2.58765 -1.93121 3.78435  0.367
58 N -3.42305 0.34590 -0.88601  0.393

---

[4]
The following is a DFT calculation (the ωB97M-V functional and the def2-TZVPD basis) of a structure of composition C56H48NOP2PdS at a distorted geometry.

Results
HOMO level (alpha / beta): -15.66 / -15.65 eV
E_LUMO (alpha / beta): -10.787 / -10.923 eV
Net charge: +3
HOMO-LUMO gap (alpha / beta): 4.87 / 4.73 eV

Each line ends with the Mulliken charge.
Atoms and positions in Å:
1 H 0.41573 -5.57458 0.20230  0.573
2 H -3.29839 1.36278 -5.55452  0.494
3 H 1.58400 -3.45820 4.14406  0.695
4 C 2.06962 -1.04080 -0.21188  -0.767
5 C 2.39965 0.51348 -3.73469  -0.451
6 H -1.75032 2.20047 5.85221  0.501
7 C 1.22992 4.11054 -1.26251  -0.720
8 C 3.19127 0.48792 -4.86863  -0.767
9 H 1.88237 -2.01299 3.17358  0.304
10 S -2.20447 3.26579 3.00881  -0.375
11 Pd -0.62540 1.08209 -0.65632  -0.718
12 C 3.59259 2.48724 -2.95312  -0.517
13 C -4.70862 -0.70787 -1.43575  -0.666
14 C -2.04073 -0.65169 -3.13236  0.615
15 C -0.40449 -2.58546 5.70276  -1.817
16 H 3.67025 -4.39600 1.43296  0.368
17 C 4.37962 2.44369 -4.09304  -0.804
18 C 1.70938 3.12665 0.93010  -0.884
19 C 2.55196 0.25189 -0.19685  0.416
20 H 1.60246 4.47161 2.58751  0.552
21 C -5.94749 -0.64054 -0.82180  -0.778
22 H -4.63998 -0.86551 -2.50368  0.505
23 C 4.47285 -0.52238 0.98085  -1.720
24 H 1.13783 4.00724 -2.33672  0.597
25 H 4.59635 -2.62607 1.28077  0.429
26 C 1.77112 -1.34527 5.80760  -1.780
27 H 2.47669 -0.69968 5.27835  0.356
28 H 4.00793 -4.04305 -1.25931  0.411
29 C 2.92570 -3.95400 -1.37150  -1.784
30 H 2.53189 -4.91794 -1.69723  0.467
31 H 3.04232 -0.28031 -5.61564  0.497
32 H -6.84631 -0.74039 -1.41544  0.485
33 C 3.98819 -1.82398 0.88453  -0.259
34 C 1.49223 4.35507 1.51729  -0.835
35 H 4.79061 1.43510 -5.93752  0.448
36 C -0.88832 1.06670 2.75749  -2.840
37 C 0.58830 -1.72645 4.90813  1.867
38 H 2.68866 -5.57532 0.60324  0.484
39 H 1.44594 -0.82453 6.70909  0.420
40 C -2.22326 -0.46979 -5.88606  -0.696
41 H -1.42292 2.70378 -3.10879  1.021
42 C -2.78659 4.50067 0.04969  -0.912
43 P -1.94961 -0.74826 -1.37135  2.501
44 H -0.77016 -2.07283 6.59261  0.419
45 C 2.28307 -3.54348 -0.02723  2.017
46 C -1.48076 -1.65416 -3.93078  -0.755
47 H -2.74865 -0.32853 1.34533  0.434
48 C -2.07066 3.31873 0.20221  0.518
49 H -3.13800 1.20679 -3.09389  1.136
50 H -0.99590 -2.51076 -3.47691  0.563
51 C 1.14123 5.45003 0.72669  -0.617
52 C -1.22115 -2.28342 -0.87138  -0.299
53 C -2.53789 4.39347 -2.34815  -1.211
54 C -2.78124 0.53161 -5.09274  -1.010
55 C -1.43375 1.89004 3.73330  1.331
56 C -0.67018 0.40191 5.40805  -0.130
57 C 1.11988 -2.55708 3.74512  -2.120
58 C -1.40730 -4.60121 -0.32862  -1.520
59 C -1.32824 1.56391 5.08519  -1.335
60 C -2.68505 0.44917 -3.71760  -1.076
61 C 2.77020 -2.12445 0.27600  0.902
62 H 0.31927 -2.86774 3.06400  0.391
63 H -1.26685 -2.86018 5.08981  0.353
64 C -1.58051 -1.55859 -5.30848  -0.895
65 H 2.30242 -2.24585 6.11964  0.462
66 C -1.76469 2.67807 1.47848  0.266
67 C -0.22058 -0.11295 3.10509  1.137
68 H 1.97855 -4.57676 1.87240  0.368
69 H 4.18578 1.53050 0.41578  0.609
70 H 5.42397 -0.33689 1.46126  0.509
71 C 0.13680 -2.35385 -0.62069  -0.198
72 H 5.15485 3.18470 -4.23474  0.464
73 P 1.70580 1.42337 -1.24778  1.638
74 C -6.03612 -0.44977 0.55281  -0.662
75 C -4.88822 -0.33465 1.33467  -0.845
76 C 0.77237 -3.50910 -0.22576  -0.009
77 H -3.08636 -3.37839 -0.87666  0.653
78 C 3.77424 0.52806 0.41388  -0.237
79 C 1.59642 2.99669 -0.47104  0.946
80 C -3.55353 -0.60072 -0.64954  0.653
81 H -3.58543 5.94685 -1.31341  0.495
82 H 1.62235 -0.23151 -3.59581  0.368
83 C 1.01747 5.33004 -0.66144  -0.877
84 C -1.63389 2.73305 -0.96694  0.845
85 O 0.81374 -1.16385 -0.79223  0.749
86 C -0.11184 -0.45573 4.43533  0.368
87 H 0.75723 6.19309 -1.26015  0.522
88 C -3.02079 5.03020 -1.21326  -1.207
89 H 0.96644 6.41015 1.19636  0.478
90 H 2.72048 -3.21534 -2.15084  0.346
91 H 0.20191 -0.73742 2.32595  -0.724
92 C -3.64372 -0.40644 0.74008  -0.629
93 C -0.03723 -4.63633 -0.09346  -0.049
94 H -7.01030 -0.39405 1.02140  0.456
95 C 2.60635 1.51036 -2.77711  0.839
96 H -3.16935 5.00513 0.93087  0.538
97 H 0.08475 -3.50458 6.02897  0.456
98 H -2.71403 4.80897 -3.33230  0.547
99 H 1.98069 2.27095 1.53635  0.445
100 H -0.58133 0.13752 6.45404  0.507
101 H -1.99915 -5.49944 -0.21579  0.475
102 C 4.17713 1.45303 -5.04666  -0.642
103 H -1.16983 -2.33969 -5.93422  0.518
104 C 2.67342 -4.57564 1.03747  -1.812
105 H 3.76035 3.25842 -2.21228  0.428
106 C -1.81862 3.20199 -2.23434  -0.214
107 H -4.97151 -0.19446 2.40445  0.529
108 H -2.29957 -0.40435 -6.96365  0.473
109 C -2.01812 -3.42020 -0.70494  -0.815
110 N -1.09518 1.56196 1.47058  1.823

---

no.,calculated total energy (eV)
1,-126326.7946
2,-292169.9399
3,-39882.8924
4,-95257.8194